Record 1
# C11H22NSi

A gas-phase ion, C11H22NSi (charge +1) at a distorted geometry (wB97M-V/def2-TZVPD, OMol25).

Computed properties:
Net charge: +1
Energy relative to the best compared isomer or geometry (same formula, charge and spin): 173.01 kJ/mol
LUMO (alpha / beta): -0.11626 / -0.13718 hartree
Gap between HOMO and LUMO (alpha / beta): 8.5 / 7.3 eV

Last column: natural (NBO) charge in e.
Cartesian coordinates (Å):
C 0.51 -1.23 0.78  -0.177
H 3.01 -0.09 -2.10  0.248
H -1.12 -1.52 2.03  0.234
H -2.58 0.74 -3.17  0.268
C -0.59 -0.74 1.64  -0.358
C 2.70 -0.66 -1.35  -1.103
H 0.64 -0.15 3.33  0.251
H 1.03 -3.20 0.88  0.251
C -0.08 0.66 -0.87  -0.246
H 0.80 -2.75 -0.92  0.244
C -1.74 -0.17 0.74  -0.161
C -2.22 1.53 -1.05  -0.236
H -2.77 -0.30 -1.76  0.223
H -0.40 -0.59 -2.78  0.258
C -0.18 0.21 2.70  -0.632
H -2.00 -0.68 -0.14  0.221
C 0.47 -2.62 0.20  -0.692
H 2.37 -1.51 -1.80  0.243
Si 1.58 0.16 -0.07  1.555
H -1.03 0.69 3.32  0.234
N -1.27 1.06 0.00  -0.418
H -0.84 1.84 0.53  0.449
H -2.51 0.14 1.33  0.211
H 3.43 1.33 0.99  0.255
H 3.74 -1.02 -0.98  0.270
C -0.56 0.40 -2.26  -0.514
C 2.40 1.54 1.06  -1.045
H -0.61 -2.90 0.42  0.202
H -3.12 1.79 -0.46  0.232
H 2.01 2.44 0.58  0.242
H -0.13 1.16 -2.98  0.250
H 0.33 1.13 2.39  0.208
C -2.13 0.50 -2.15  -0.439
H -1.94 2.57 -1.36  0.233
H 2.05 1.33 2.07  0.237

---

Record 2
# C6H9N2OS2

2 unconnected molecules or ions with the total composition C6H9N2OS2 at a distorted geometry (wB97M-V/def2-TZVPD, OMol25).

Computed properties:
Net charge: +1
Energy relative to the best compared isomer or geometry (same formula, charge and spin): 41.69 kJ/mol
LUMO: -0.14109 hartree
Gap between HOMO and LUMO: 8.4 eV

Last column: natural (NBO) charge in e.
Cartesian coordinates (Å):
H -0.19 -2.30 -1.01  0.222
N -0.70 1.35 0.40  -0.487
H -1.67 1.43 0.67  0.445
O 0.43 -1.24 3.33  -0.654
S 0.55 -3.69 2.26  0.362
C 0.03 -2.49 0.11  -0.058
H 1.10 1.10 -2.24  0.251
N 0.00 -1.45 1.07  -0.554
C 0.89 1.64 -1.33  -0.476
H 0.48 1.00 2.15  0.276
C 0.24 -1.96 2.24  0.361
C -0.60 1.41 -1.03  -0.236
S 1.84 1.10 0.22  0.446
H 0.31 -1.88 4.08  0.511
H -0.87 0.59 -1.59  0.222
C 0.26 -3.74 0.55  -0.434
H 1.35 2.60 -1.37  0.242
C 0.41 1.11 1.09  0.051
H -1.06 2.25 -1.35  0.230
H 0.25 -4.77 0.06  0.279

---

Record 3
# C48H42N7O2P2SY

A molecular structure, C48H42N7O2P2SY (wB97M-V/def2-TZVPD, OMol25).

Computed properties:
Net charge: +2
LUMO: -0.19399 hartree
Gap between HOMO and LUMO: 7.5 eV

Last column: Löwdin charge in e.
Cartesian coordinates (Å):
C -3.14 1.76 0.94  -0.272
Y 0.74 -0.60 0.02  1.216
H -2.98 -0.51 3.09  0.112
C -2.57 -2.05 1.64  -0.367
C -3.48 0.43 0.70  -0.287
C 1.57 3.06 1.86  -0.360
C -0.24 3.57 -0.25  -0.277
C 2.99 -0.45 -2.34  -0.267
H 5.79 2.56 -1.05  0.117
H 5.32 2.92 -3.45  0.114
C -2.81 -1.48 -1.27  -0.362
C -3.09 -2.45 3.97  -0.058
H 0.63 2.86 5.11  0.111
N 0.60 -3.26 0.85  0.122
C 3.67 -0.60 -3.54  0.008
H 3.45 5.51 3.27  0.114
O 0.88 -2.58 -1.25  -0.108
H 0.80 -6.41 2.06  0.126
N 0.50 -3.92 3.04  0.213
H 3.69 -0.38 4.30  0.092
C -2.42 -3.43 1.46  -0.129
H 1.13 5.08 -0.91  0.114
C 4.77 2.64 -1.40  -0.066
C 2.48 4.12 1.97  -0.086
C -5.35 2.21 1.74  -0.034
P -2.23 -0.83 0.33  1.059
C 2.97 -0.49 -4.73  -0.018
C -4.80 0.03 0.92  -0.070
H -2.99 5.92 -1.62  0.119
C 0.63 -4.24 1.76  -0.369
H 1.15 -6.12 -2.49  0.100
H -2.13 -3.83 0.50  0.098
C 3.73 -0.53 -1.08  -0.077
C -3.66 -2.56 -1.49  -0.079
C 0.99 -5.83 0.04  -0.004
H -3.19 -4.51 4.57  0.114
P 1.03 2.38 0.27  1.061
H 0.53 -4.62 3.76  0.132
C 2.74 4.69 3.20  -0.059
H 0.19 1.82 2.94  0.066
H 3.47 -0.60 -5.68  0.125
C 3.33 -0.52 2.29  -0.820
H -6.75 0.59 1.58  0.116
C 1.00 -0.11 -3.43  -0.109
H -2.53 -0.38 -4.48  0.112
H 0.56 -4.50 -2.89  0.100
H 3.96 2.36 0.55  0.102
H -3.62 3.83 -0.53  0.116
C -1.59 3.27 -0.08  -0.255
H -3.98 -2.35 -4.86  0.115
H 2.28 4.70 5.30  0.113
C -2.21 5.28 -1.22  -0.044
C -3.65 -2.10 -3.86  -0.057
N 4.10 -0.41 3.39  0.101
C 2.08 4.24 4.34  -0.062
C 0.91 2.62 3.00  -0.136
H 1.01 -0.14 -5.57  0.119
H 1.14 -6.83 -0.36  0.145
H -1.81 0.19 -2.19  0.085
O -1.84 2.13 0.66  -0.060
C -4.07 -2.87 -2.78  -0.055
H 5.09 -0.29 3.28  0.114
C 3.19 2.93 -3.18  -0.072
N 1.02 -4.82 -0.87  -0.023
C -2.88 -1.57 2.92  -0.085
H -6.06 2.90 2.18  0.120
H -0.60 6.61 -1.73  0.115
C -3.00 -3.82 3.76  -0.069
H -2.58 -5.37 2.33  0.113
C -2.41 -0.70 -2.36  -0.135
C -2.83 -1.01 -3.65  -0.069
C 2.41 2.66 -0.91  -0.384
H 2.98 4.51 1.09  0.104
C -0.88 5.66 -1.29  -0.058
C 3.73 2.54 -0.49  -0.121
C 0.80 -5.60 1.35  0.031
N 3.95 -0.48 1.14  -0.002
N 3.13 -0.55 0.05  -0.127
C 0.83 -3.54 -0.44  -0.501
H -3.35 -2.07 4.94  0.115
C 2.15 2.84 -2.27  -0.117
H 4.81 -0.55 -1.11  0.140
C -2.58 4.09 -0.60  -0.008
H 0.50 -2.94 3.30  0.046
C -5.73 0.91 1.42  -0.049
C 4.51 2.84 -2.75  -0.066
C 0.09 4.80 -0.82  -0.074
H 4.74 -0.78 -3.53  0.129
H -5.08 -1.00 0.73  0.118
H -0.06 0.07 -3.37  0.090
H -4.74 -3.70 -2.94  0.116
H 2.29 -4.76 -2.56  0.107
H 2.98 3.09 -4.23  0.114
C 1.61 -0.24 -4.67  -0.020
C 1.28 -5.06 -2.30  0.026
C -4.05 2.64 1.51  -0.011
C -2.66 -4.30 2.50  -0.085
C 1.16 3.21 4.24  -0.067
H 1.13 2.92 -2.63  0.109
H -3.75 3.65 1.75  0.134
S 1.62 -0.72 2.57  0.586
H -4.05 -3.14 -0.67  0.102
N 1.66 -0.21 -2.28  0.013

---

Record 4
# C5H13NO2

2 unconnected molecules or ions with the total composition C5H13NO2 at a distorted geometry (wB97M-V/def2-TZVPD, OMol25).

Computed properties:
2S+1: 2
Net charge: +1
Energy relative to the best compared isomer or geometry (same formula, charge and spin): 203.59 kJ/mol
LUMO (alpha / beta): -0.11168 / -0.31509 hartree
Gap between HOMO and LUMO (alpha / beta): 11.3 / 5.5 eV

Last column: Löwdin spin population.
Cartesian coordinates (Å):
C 0.58 -1.93 1.89  0.078
C 0.15 0.47 1.37  0.058
C -1.78 0.97 -0.31  0.108
O -2.32 0.66 -1.55  0.044
H 0.53 -2.82 2.49  0.004
C -0.20 -0.87 1.97  0.027
H -0.35 1.24 1.95  0.000
H -1.17 -0.84 2.47  0.000
C -0.33 0.41 -0.14  0.114
H -2.41 0.49 0.44  0.016
N 0.53 1.13 -0.98  0.497
H 2.27 -0.53 -0.70  0.001
H 0.57 0.84 -1.95  0.014
H -0.28 -0.61 -0.51  0.001
H 3.54 -0.39 -1.45  0.000
H 0.44 2.15 -0.93  0.014
H 1.56 -1.79 1.44  0.004
H -2.03 -0.16 -1.97  0.002
H 1.23 0.60 1.35  0.002
O 2.72 -0.88 -1.46  0.017
H -1.80 2.04 -0.13  -0.001

---

Record 5
# C33H38FN7O3PPd

A molecular structure, C33H38FN7O3PPd at a distorted geometry (wB97M-V/def2-TZVPD, OMol25).

Computed properties:
Net charge: +1
Energy relative to the best compared isomer or geometry (same formula, charge and spin): 116.99 kJ/mol
LUMO: -0.12353 hartree
Gap between HOMO and LUMO: 4.4 eV

Last column: Löwdin charge in e.
Cartesian coordinates (Å):
H -3.77 -9.20 -0.08  0.191
H -6.03 -9.37 -1.92  0.140
H 0.74 0.07 -5.94  0.109
F -3.85 -5.22 -2.55  0.058
C 4.86 0.32 -0.82  -0.095
C -5.69 -7.47 0.22  -0.116
H -4.04 -5.40 3.52  0.114
H -3.60 -7.62 -2.35  0.139
H -2.35 0.42 2.21  0.067
C -1.69 4.58 1.87  -0.194
O -0.81 -0.66 3.79  0.035
C -1.82 -2.32 0.72  -0.260
H -2.22 5.29 2.50  0.127
H -5.74 -6.84 1.10  0.130
C -2.83 -4.49 1.41  -0.121
C -0.28 2.63 2.01  -0.304
H -2.54 -6.59 5.14  0.080
C -4.97 -9.22 -1.72  -0.074
C -1.92 3.32 -0.17  -0.325
C 2.60 0.22 -1.65  -0.200
C -1.84 -3.06 3.02  0.059
H -3.61 -6.46 1.78  0.106
H -1.92 1.95 3.88  0.126
C -2.64 1.22 1.53  -0.311
H -1.19 -5.57 4.65  0.083
C -4.57 -7.73 -1.85  -0.132
C 3.03 0.42 0.74  -0.096
H -1.52 -0.22 -4.92  0.102
H -1.60 -2.89 4.06  0.152
C 4.40 0.43 0.48  -0.078
H -1.71 -0.25 -2.43  0.106
C -0.61 -1.00 2.63  -0.637
C -2.30 2.79 3.30  -0.177
H -4.39 -9.84 -2.40  0.140
P -1.13 1.78 0.58  1.016
C -3.69 3.37 1.46  -0.199
C -3.51 -5.01 -1.24  -0.181
H -5.32 -7.21 -2.47  0.138
H -3.38 0.82 0.82  0.091
H -5.34 -9.12 1.63  0.138
H -4.26 4.06 2.08  0.127
H -6.65 -9.43 0.47  0.139
H 0.57 3.21 1.64  0.095
N -2.56 -4.18 2.73  -0.035
H 2.66 0.50 1.75  0.097
C 3.98 0.23 -1.88  -0.038
H -1.87 -6.73 3.51  0.069
C -2.50 -3.55 0.41  -0.039
C -0.75 -0.14 -2.93  -0.122
C -2.11 -6.04 4.31  -0.056
O 0.27 -0.46 1.89  -0.170
H -4.34 2.97 0.68  0.123
N -4.46 -7.20 -0.51  -0.125
N -1.19 3.51 2.72  -0.163
C 0.63 0.04 -4.87  -0.052
O -1.64 -1.44 -0.20  -0.109
C -3.81 -5.96 -0.28  -0.136
H 5.93 0.32 -1.01  0.100
C -1.44 -2.16 2.09  -0.019
C -0.64 -0.11 -4.30  -0.055
Pd 0.21 -0.22 -0.16  0.814
C 2.14 0.29 -0.31  -0.170
H -0.84 5.08 1.39  0.126
H -3.29 -4.27 4.65  0.133
C -2.85 -3.85 -0.93  0.109
H -2.65 3.01 -0.93  0.081
N 0.32 -0.04 -2.13  -0.049
H 4.36 0.15 -2.89  0.102
C -3.43 -5.69 1.05  0.055
N -4.69 -9.62 -0.31  0.039
H -2.85 3.47 3.96  0.128
H -6.57 -7.25 -0.40  0.140
H -2.60 -3.13 -1.70  0.137
C 1.57 0.12 -2.66  -0.193
C -5.67 -8.97 0.60  -0.077
H -1.15 3.93 -0.65  0.085
C 1.73 0.16 -4.04  0.000
H 0.08 1.86 2.69  0.082
N -2.60 4.10 0.84  -0.173
C -3.08 -4.96 3.83  -0.192
N -3.23 2.28 2.30  -0.161
H 5.09 0.51 1.30  0.103
H 2.71 0.29 -4.47  0.111
H -4.67 -10.63 -0.19  0.194

---

Record 6
# C5H7FIN2

A gas-phase ion, C5H7FIN2 (charge +1) at a distorted geometry (wB97M-V/def2-TZVPD, OMol25).

Computed properties:
Net charge: +1
Energy relative to the best compared isomer or geometry (same formula, charge and spin): 171.11 kJ/mol
LUMO: -0.15904 hartree
Gap between HOMO and LUMO: 8.3 eV

Last column: natural (NBO) charge in e.
Cartesian coordinates (Å):
H 1.45 -2.19 1.15  0.246
N -0.14 1.15 0.23  -0.054
H 0.43 0.07 -2.39  0.464
H -0.06 -2.16 -0.58  0.250
N -0.56 0.18 -1.95  -0.756
H 1.69 -0.06 2.75  0.256
H -1.30 -0.37 -2.42  0.468
I -2.88 -0.39 -0.13  0.035
H -0.98 0.95 -2.44  0.456
H 0.64 1.87 2.18  0.284
C 0.23 -1.21 -0.01  -0.249
C 1.19 -0.08 1.81  -0.261
C 1.07 -1.26 1.00  -0.150
F -0.70 2.39 -0.19  -0.185
C -0.63 0.07 -0.41  0.208
C 0.55 1.04 1.41  -0.013

---

Record 7
# C14H19F3NO

2 unconnected molecules or ions with the total composition C14H19F3NO at a distorted geometry (wB97M-V/def2-TZVPD, OMol25).

Computed properties:
Net charge: +1
LUMO: -0.18874 hartree
Gap between HOMO and LUMO: 7.6 eV

Last column: natural (NBO) charge in e.
Cartesian coordinates (Å):
C 1.94 -1.47 2.15  -0.144
H 3.34 0.25 -1.39  0.222
H 1.79 1.71 2.80  0.225
C 2.81 -2.29 1.24  0.982
C -3.07 -0.52 -1.85  -0.237
H 2.19 0.17 -2.78  0.203
H 1.29 0.68 4.15  0.226
C 0.46 0.05 -0.91  0.493
F 3.33 -1.52 0.23  -0.344
H 3.31 0.17 2.02  0.221
H 1.58 -2.15 2.95  0.209
C 0.29 0.20 2.29  -0.225
H -5.29 0.46 -3.28  0.251
H -1.37 -1.73 -1.24  0.226
C -1.37 1.68 -1.52  -0.104
C -5.03 0.97 -2.35  -0.659
C -2.69 1.86 -1.91  -0.233
N 0.80 -0.90 1.46  -0.617
O 1.42 0.93 -0.97  -0.492
C -3.57 0.77 -2.03  0.127
H -0.48 -0.16 3.01  0.195
H -3.07 2.86 -2.11  0.240
C 2.52 0.76 -1.91  -0.254
H -5.68 0.55 -1.56  0.251
H 0.74 -1.00 -0.78  0.211
H 0.11 -1.62 1.26  0.380
H -5.28 2.03 -2.44  0.235
H -3.73 -1.38 -2.02  0.240
C 1.51 0.70 3.08  -0.420
H -0.71 2.54 -1.38  0.241
C 2.65 -0.27 2.78  -0.405
H -0.17 0.99 1.69  0.196
H 3.25 -0.56 3.65  0.244
C -1.76 -0.73 -1.45  -0.102
F 2.12 -3.30 0.65  -0.326
F 3.87 -2.82 1.92  -0.311
H 2.82 1.76 -2.21  0.227
C -0.88 0.37 -1.27  -0.171

---

Record 8
# C19H55I3N18O12P

10 unconnected molecules or ions with the total composition C19H55I3N18O12P at a distorted geometry (wB97M-V/def2-TZVPD, OMol25).

Computed properties:
Net charge: -1
LUMO: 0.05591 hartree
Gap between HOMO and LUMO: 5.5 eV

Last column: Löwdin charge in e.
Cartesian coordinates (Å):
H 5.24 -6.27 4.50  0.102
H -2.27 -1.36 -5.51  0.078
C -5.13 -1.45 -0.41  -0.659
H -6.34 -3.02 -1.06  0.089
N -5.70 4.36 -1.24  0.156
H -7.30 1.18 -2.64  0.077
N -5.40 -3.74 -6.12  0.155
H -7.43 -2.26 -6.19  0.091
C -5.35 -2.40 -6.29  -0.688
H 3.04 0.93 2.89  0.062
H -2.49 -1.48 -2.01  0.073
H 6.89 -1.27 -1.33  0.082
N 5.98 -2.95 0.32  0.151
H -4.52 -4.24 -6.10  0.113
H -0.85 -2.02 -1.79  0.076
H -1.89 -2.25 0.12  0.055
C 0.70 -2.04 3.95  -0.147
N -5.50 -2.74 -0.59  0.160
H -3.24 0.79 1.22  0.112
H 1.11 -0.09 -1.21  0.020
C -1.00 -1.86 0.74  -0.429
H -1.90 -2.35 2.82  0.083
H 3.59 0.07 0.78  0.057
H -10.04 3.11 -3.69  0.105
H 2.75 3.35 0.87  0.047
N 10.02 4.39 4.91  0.138
H -8.43 3.17 -3.04  0.088
H -2.85 -0.43 2.51  0.093
H 5.35 -0.63 -1.79  0.107
N -8.10 0.67 -2.98  0.158
H -6.56 -0.78 -6.43  0.104
C -9.24 1.27 -3.42  -0.699
N -4.05 3.40 -2.49  0.176
O 4.53 -4.06 3.62  0.028
I -1.92 -4.70 1.42  0.705
N -1.60 -1.74 -2.41  0.178
C -2.37 0.33 1.82  -0.113
I -1.34 1.36 4.82  0.692
N -9.21 2.63 -3.37  0.150
O -1.58 2.68 2.16  -0.057
N 4.74 -5.70 5.16  0.140
H 2.79 1.42 -0.20  0.069
C 2.62 0.68 0.67  -0.356
N 5.15 5.93 -1.29  0.151
N 3.66 -3.76 5.69  0.156
O 0.19 -1.96 -0.07  -0.368
H 9.75 2.40 3.40  0.092
H -6.84 -0.76 -1.38  0.062
N -6.56 -1.78 -6.30  0.149
H 2.43 3.64 2.66  0.047
H 4.96 5.59 -0.36  0.085
C -1.11 -2.74 2.08  -0.568
O -5.35 2.12 -1.16  0.004
H 10.89 3.92 4.75  0.088
H -3.78 4.29 -2.86  0.103
H -5.46 5.27 -1.59  0.098
C 5.83 5.23 -2.23  -0.706
O 6.04 5.65 -3.35  0.003
N 5.89 -1.27 -1.23  0.148
H 10.01 5.20 5.51  0.102
H -4.88 -3.45 -0.23  0.083
H 8.04 2.57 3.18  0.037
C -1.35 -1.75 -3.74  -0.694
N -5.99 -0.53 -0.91  0.161
H 3.49 -4.08 6.62  0.092
O -4.30 -1.79 -6.42  0.017
H -6.25 -4.26 -6.01  0.091
H 1.85 -2.00 3.99  0.062
O -0.15 0.56 0.50  -0.338
O 3.99 -2.08 -0.31  0.004
H 0.36 -2.38 4.99  0.068
H 6.11 3.64 -0.89  0.050
N 6.27 4.01 -1.81  0.155
H 4.59 -6.06 6.09  0.088
H 0.30 -4.13 3.23  0.070
H 2.27 -1.42 -0.12  -0.015
H -1.89 -0.14 -0.23  0.119
H 1.12 -0.77 1.61  0.030
H 0.32 -0.98 3.78  0.000
C 0.29 -3.07 2.78  -0.315
N 8.90 2.89 3.59  0.151
H 1.12 -3.07 2.00  0.111
H 6.78 3.46 -2.48  0.103
O 7.79 4.59 4.60  0.009
H 4.81 6.84 -1.56  0.102
H 1.31 1.38 2.47  0.072
C 2.38 1.42 2.08  -0.359
C -1.78 1.57 2.68  -0.728
H -6.45 4.26 -0.58  0.109
I 5.13 2.80 2.29  0.690
O -4.09 -1.14 0.17  0.028
H -3.30 -1.10 -4.15  0.076
H -3.54 2.57 -2.78  0.121
H 3.33 -2.84 5.42  0.090
C 8.83 4.00 4.38  -0.704
H 5.51 -3.58 0.95  0.094
O -10.20 0.64 -3.82  0.014
C 5.21 -2.10 -0.40  -0.680
C 4.32 -4.48 4.75  -0.697
P 1.19 -0.52 0.17  0.546
N -2.41 -1.37 -4.52  0.131
H 6.99 -2.98 0.26  0.083
H -8.08 -0.33 -3.00  0.094
C 2.95 2.94 1.92  -0.583
C -1.32 -0.27 0.77  -0.295
O -0.27 -2.07 -4.22  0.009
C -5.05 3.22 -1.60  -0.661
H -5.74 0.45 -0.79  0.044